46
Properties=species:S:1:pos:R:3 method="wB97M-V/def2-TZVPD" gap_ev="4.62 / 7.17" spin_multiplicity=5 total_charge=0 lumo_energy_ha="0.00682 / -0.01517" s_squared=6.009
Ti 27.5849 -11.6352 -24.1865
O 31.9415 -14.2834 -22.5036
C 30.8334 -14.1017 -21.5872
C 29.4502 -13.5600 -22.1012
O 29.3520 -12.3272 -22.7866
H 31.0967 -13.3538 -20.8393
H 30.5848 -15.0388 -21.0892
H 28.7097 -13.5710 -21.3014
H 29.0337 -14.3192 -22.7633
N 24.7356 -12.1919 -24.6482
C 24.8358 -10.9301 -24.0471
C 25.5090 -11.0264 -22.8272
C 25.7377 -12.4209 -22.6472
C 25.2474 -13.1016 -23.7655
H 24.4478 -12.4173 -25.5897
H 24.4105 -10.0727 -24.5475
H 25.7308 -10.1656 -22.2138
H 26.2849 -12.7603 -21.7802
H 25.2957 -14.1757 -23.8666
C 26.4918 -10.0453 -27.4329
C 27.6280 -9.3199 -26.7186
O 27.5928 -9.5720 -25.3597
H 26.5108 -11.1137 -27.2182
H 26.4950 -9.8142 -28.4981
H 25.5823 -9.6588 -26.9729
H 27.4545 -8.2525 -26.8554
H 28.6046 -9.4373 -27.1882
H 27.9436 -8.8210 -24.8754
C 28.7767 -10.2369 -18.9942
C 28.1434 -10.2230 -20.3493
O 29.1169 -9.9798 -21.3564
H 29.4739 -11.0689 -18.8954
H 27.9764 -10.2807 -18.2555
H 29.3223 -9.3146 -18.7950
H 27.5746 -9.3152 -20.5504
H 27.5464 -11.1245 -20.4871
H 29.2307 -10.7608 -21.9030
C 27.8352 -15.2858 -25.9192
C 28.0889 -13.9809 -26.7518
O 28.5751 -13.0055 -25.8787
H 28.7138 -15.9226 -25.8162
H 27.0520 -15.8254 -26.4517
H 27.5153 -15.1053 -24.8930
H 27.2129 -13.5870 -27.2672
H 28.8266 -14.1225 -27.5416
H 29.5158 -13.1063 -26.0413

61
Properties=species:S:1:pos:R:3 method="wB97M-V/def2-TZVPD" gap_ev=5.92 total_charge=-1 lumo_energy_ha=0.02140
C 3.4735 -2.2122 3.9891
N 2.0781 -2.6065 4.1537
C 1.7551 -3.8759 3.4902
C 1.1864 -1.5471 3.8767
O 1.5853 -0.4938 3.3960
C -0.2416 -1.7772 4.2550
Nb -1.5560 -1.6410 2.3858
C -1.4483 0.5616 2.0302
C -0.3986 0.8691 0.9841
S 0.4516 2.5107 1.0709
C 0.3297 2.9776 2.7296
N 1.2667 3.0744 3.6119
N 0.6756 3.5378 4.7837
C -0.5730 3.6674 4.5076
O -0.8841 3.3631 3.2539
P -3.5917 -1.1001 4.0177
O -4.2618 0.1611 3.5743
O -3.1671 -0.8730 5.5883
O -4.7113 -2.2822 4.1297
H 3.6977 -1.3712 4.6498
H 3.7127 -1.9168 2.9590
H 4.1074 -3.0576 4.2746
H 1.5859 -4.6827 4.2155
H 2.5857 -4.1667 2.8384
H 0.8586 -3.7876 2.8748
H -0.3735 -2.7191 4.8014
H -0.5364 -0.9560 4.9228
H -2.7395 -1.5840 0.9921
H -2.2657 -3.3276 2.5370
H -0.1787 -2.3319 1.4020
H -1.2081 0.9649 3.0223
H -2.4166 0.9867 1.7519
H 0.4060 0.1252 0.9257
H -0.8782 0.9160 0.0006
H -1.3721 3.9780 5.1675
H -2.5952 -1.5912 5.8875
H -5.5556 -1.8479 4.3245
C -2.3606 -1.3590 -5.7950
C -1.8327 -1.2276 -7.0751
C -0.7204 -0.4327 -7.2919
C -0.1330 0.2425 -6.2281
C -0.6727 0.1210 -4.9470
C -1.7834 -0.6863 -4.7318
C -0.0866 0.8564 -3.7874
O -0.5513 0.7476 -2.6760
C 1.0896 1.7346 -4.0557
C 1.6283 2.4579 -3.0006
C 2.7275 3.2725 -3.2113
C 3.2939 3.3620 -4.4786
C 2.7582 2.6446 -5.5353
C 1.6502 1.8305 -5.3299
C 1.0763 1.0807 -6.4840
O 1.5704 1.1482 -7.5900
H -3.2258 -1.9868 -5.6270
H -2.2912 -1.7497 -7.9049
H -0.2916 -0.3228 -8.2784
H -2.1780 -0.7727 -3.7283
H 1.1761 2.3719 -2.0229
H 3.1431 3.8356 -2.3862
H 4.1566 3.9952 -4.6411
H 3.1845 2.7031 -6.5274

135
Properties=species:S:1:pos:R:3 method="wB97M-V/def2-TZVPD" smiles=COC[C@H](C)N.COC[C@H](C)N.COC[C@H](C)N.COC[C@H](C)N.COC[C@H](C)N.COC[C@H](C)N.CCO.CCO.CCO.CO gap_ev=9.29 e_above_lowest_kcal_mol=31.4 total_charge=0 lumo_energy_ha=0.01191
C -1.2931 -14.6895 13.8763
O -1.2320 -13.8108 15.0024
H -2.2912 -14.5106 13.4703
H -0.5208 -14.3873 13.1717
H -1.1844 -15.7306 14.1807
H -0.8724 -14.2802 15.7701
C -2.9313 -18.1202 15.9792
C -4.0556 -18.3552 14.9866
O -3.4366 -18.3112 13.6970
H -3.3000 -18.1666 17.0059
H -2.3832 -17.1828 15.8724
H -2.1410 -18.8681 15.8939
H -4.8209 -17.5840 15.0736
H -4.4687 -19.3618 15.0791
H -4.1434 -18.5285 13.0801
C 1.2880 -12.2645 12.0787
C 0.0928 -11.5745 12.7442
O 0.2651 -11.6598 14.1410
H 2.2220 -11.7182 12.2264
H 1.1520 -12.2618 10.9913
H 1.5396 -13.2827 12.3793
H -0.8587 -12.0262 12.4619
H 0.1363 -10.5472 12.3765
H -0.2762 -12.4202 14.4177
C 1.7066 -13.5429 17.6162
C 1.6189 -14.8542 16.8824
O 0.2694 -15.2584 16.7787
H 1.0256 -12.8282 17.1515
H 2.7249 -13.1564 17.6288
H 1.3874 -13.6388 18.6546
H 2.1798 -15.6362 17.4080
H 2.1503 -14.8637 15.9245
H 0.3246 -16.1977 16.5708
C -6.2068 -14.5306 19.4057
C -6.7232 -15.4776 18.3294
C -5.7879 -15.5518 17.1325
O -5.5165 -14.2511 16.6381
C -4.4248 -14.2274 15.7073
N -7.0578 -16.8180 18.8224
H -6.0336 -13.5269 19.0208
H -5.2800 -14.8801 19.8661
H -6.9923 -14.5174 20.1629
H -7.6576 -15.0396 17.9686
H -6.1353 -16.1630 16.2948
H -4.8772 -16.0722 17.4607
H -4.4938 -15.0497 14.9928
H -3.5594 -14.3338 16.3668
H -4.2885 -13.2817 15.1865
H -6.1948 -17.3146 19.0206
H -7.5398 -16.8091 19.7121
C 1.2678 -19.8665 12.5544
C -0.1944 -19.7455 12.9648
C -0.6735 -20.8878 13.8848
O -0.2862 -22.1682 13.4076
C -0.6796 -23.1693 14.3031
N -0.4027 -18.4029 13.5653
H 1.9404 -20.0106 13.4042
H 1.5841 -18.9492 12.0575
H 1.4553 -20.7214 11.9049
H -0.6908 -19.8104 11.9903
H -1.7408 -20.7858 14.1129
H -0.2672 -20.7000 14.8870
H -0.2922 -22.9590 15.3054
H -0.4004 -24.1710 13.9843
H -1.7704 -23.1416 14.4103
H 0.0345 -17.7401 12.9352
H -1.4070 -18.2755 13.4791
C -8.4523 -14.8134 10.5522
C -8.5126 -14.7253 12.0564
C -7.4090 -13.8948 12.7190
O -6.0706 -14.2522 12.3518
C -5.6845 -15.5965 12.5247
N -9.7773 -14.1297 12.4417
H -8.2118 -13.9255 9.9708
H -9.3651 -15.2411 10.1281
H -7.7858 -15.6487 10.3154
H -8.4794 -15.7358 12.4807
H -7.5232 -13.9731 13.8024
H -7.5234 -12.8754 12.3518
H -6.0719 -16.2840 11.7684
H -5.9201 -15.9714 13.5242
H -4.5992 -15.6062 12.4057
H -10.5865 -14.5290 11.9834
H -9.9998 -14.3046 13.4162
C -3.5405 -11.4496 19.1435
C -2.4457 -11.8521 18.1663
C -1.6686 -10.7640 17.4561
O -2.5595 -10.0471 16.6305
C -1.9010 -8.9378 16.0055
N -1.5412 -12.8198 18.7840
H -3.0644 -11.0539 20.0449
H -4.1723 -12.2726 19.4775
H -4.1722 -10.7071 18.6558
H -3.0600 -12.3194 17.3846
H -0.9956 -11.3144 16.7870
H -1.0655 -10.1529 18.1334
H -2.7281 -8.4089 15.5275
H -1.1229 -9.1944 15.2883
H -1.6030 -8.2193 16.7734
H -0.9857 -13.1739 18.0111
H -2.0955 -13.6166 19.0769
C -3.0948 -12.6054 10.8385
C -4.1894 -12.3762 9.7881
C -4.3185 -13.5059 8.7530
O -3.1361 -13.5909 7.9853
C -3.3764 -14.1967 6.7190
N -5.4582 -12.1562 10.4250
H -3.1582 -11.7642 11.5292
H -2.0996 -12.6533 10.3970
H -3.3078 -13.5252 11.3887
H -3.8588 -11.4840 9.2491
H -5.2123 -13.3426 8.1451
H -4.5220 -14.4516 9.2725
H -2.4147 -14.2609 6.2138
H -4.1521 -13.6618 6.1707
H -3.7027 -15.2234 6.9124
H -5.7486 -13.0073 10.9039
H -5.3584 -11.4677 11.1603
C -1.6913 -16.3999 10.7187
C -0.7217 -15.2899 10.3562
C 0.7251 -15.6869 10.6741
O 0.9228 -15.9731 12.0302
C 2.2596 -16.1773 12.3860
N -0.8267 -15.0880 8.9211
H -1.4811 -17.3461 10.2153
H -2.7282 -16.1512 10.4869
H -1.5973 -16.6581 11.7763
H -0.9697 -14.3645 10.8811
H 1.3875 -14.8963 10.3011
H 0.9940 -16.5410 10.0407
H 2.7219 -17.0079 11.8420
H 2.2763 -16.3475 13.4612
H 2.9239 -15.3447 12.1302
H -1.7202 -14.6766 8.6401
H -0.2189 -14.3028 8.6923

81
Properties=species:S:1:pos:R:3 method="wB97M-V/def2-TZVPD" smiles="CCOC[C@@]1(O)OC(=O)[C@H](CP(=O)(O)O)[C@@H]1N.O=C1c2ccccc2C(=O)c2ccccc21.O=C1c2ccccc2C(=O)c2ccccc21" gap_ev=8.60 total_charge=0 lumo_energy_ha=-0.03590
C 2.1541 5.0261 -4.5296
C 0.6890 4.4788 -4.8530
O 0.2664 3.3519 -4.0362
C -0.3517 2.3061 -4.8100
C -1.9221 2.4861 -5.0584
O -2.3390 1.4171 -5.9552
O -2.8441 2.2569 -3.9335
C -3.8256 3.3280 -3.8603
O -5.0197 3.2539 -3.4892
C -2.9709 4.5634 -4.4135
C -3.6012 6.0354 -4.4455
P -3.0410 7.0981 -5.8939
O -1.5313 7.0716 -6.1628
O -3.5240 8.7054 -5.4956
O -3.8737 6.5600 -7.2998
C -2.4530 3.8773 -5.7653
N -3.4338 3.3953 -6.7844
H 2.9872 4.2852 -4.8352
H 2.3132 5.9411 -5.2213
H 2.2821 5.4234 -3.4645
H -0.0487 5.3428 -4.6202
H 0.5126 4.2163 -5.9538
H -0.2298 1.3323 -4.1955
H 0.1808 2.0893 -5.8139
H -1.6519 1.3892 -6.6600
H -2.0623 4.5477 -3.7145
H -3.2241 6.5703 -3.4912
H -4.7395 6.0102 -4.3605
H -3.3653 9.3021 -6.2598
H -4.7370 6.2218 -6.9408
H -1.6727 4.4795 -6.3420
H -3.1711 3.8956 -7.6577
H -4.4030 3.6596 -6.5423
C 3.2353 -0.5246 2.5241
C 2.5193 -0.7422 3.6993
C 1.1315 -0.6447 3.6970
C 0.4567 -0.3172 2.5209
C 1.1758 -0.0756 1.3503
C 2.5667 -0.1913 1.3515
C 0.4754 0.3211 0.1072
O 1.1030 0.5288 -0.9174
C -0.9971 0.4698 0.1305
C -1.6655 0.8985 -1.0171
C -3.0499 1.0284 -1.0092
C -3.7732 0.7219 0.1415
C -3.1109 0.2997 1.2891
C -1.7199 0.1821 1.2885
C -1.0214 -0.2337 2.5250
O -1.6526 -0.4983 3.5350
H 4.3173 -0.6098 2.5241
H 3.0432 -0.9901 4.6170
H 0.5792 -0.8205 4.6148
H 3.1306 -0.0176 0.4406
H -1.1091 1.1361 -1.9183
H -3.5661 1.3665 -1.9008
H -4.8544 0.8165 0.1448
H -3.6793 0.0670 2.1840
C 5.2894 -8.9889 5.2257
C 6.0950 -7.8538 5.2864
C 5.5288 -6.6112 5.5486
C 4.1514 -6.4980 5.7392
C 3.3418 -7.6310 5.6542
C 3.9154 -8.8794 5.4083
C 1.8730 -7.5175 5.8055
O 1.1655 -8.5075 5.7350
C 1.2771 -6.1820 6.0348
C -0.1097 -6.0506 6.1220
C -0.6778 -4.8017 6.3505
C 0.1364 -3.6813 6.5021
C 1.5188 -3.8076 6.4103
C 2.0908 -5.0569 6.1668
C 3.5602 -5.1737 6.0355
O 4.2737 -4.1926 6.1636
H 5.7332 -9.9598 5.0301
H 7.1658 -7.9385 5.1313
H 6.1622 -5.7313 5.5998
H 3.2924 -9.7664 5.3545
H -0.7500 -6.9196 6.0081
H -1.7566 -4.7012 6.4126
H -0.3074 -2.7082 6.6875
H 2.1471 -2.9299 6.5246

59
Properties=species:S:1:pos:R:3 method="wB97M-V/def2-TZVPD" gap_ev=4.66 total_charge=+4 lumo_energy_ha=-0.64532
Hf -0.0401 -0.2720 0.1128
C -2.2678 -0.1143 -0.2306
O -3.4334 -0.0801 -0.2214
C -0.3222 1.8048 0.4229
O -0.4736 2.9302 0.7310
C 2.0635 0.5069 0.2997
O 3.1173 0.9474 0.5062
C -1.5428 1.0924 -3.1570
P -0.0766 0.4104 -2.3192
H 0.5509 -1.4056 -3.6137
H -2.3605 0.3905 -2.9415
C 1.4207 1.0318 -3.1928
H 1.1089 0.9694 -4.2420
C -1.3587 1.1684 -4.6777
H -1.0474 0.2135 -5.1235
H -0.6409 1.9513 -4.9603
H -2.3321 1.4389 -5.1103
C -1.8961 2.4536 -2.5537
H -1.1480 3.2105 -2.8312
C 0.6306 -2.1924 -1.5814
H -1.9769 2.4333 -1.4595
H -2.8694 2.7505 -2.9739
C -1.4482 -1.9989 -3.0366
H 0.1128 -2.1079 -0.5587
H 0.5218 -3.2700 -1.7898
H 1.7016 -1.9730 -1.4640
C -0.0674 -1.3966 -2.7108
H -1.3257 -3.0847 -3.1640
H -1.8717 -1.6019 -3.9687
H -2.1640 -1.8287 -2.2192
C 2.6783 0.1782 -2.9930
H 2.9607 0.1299 -1.9327
H 3.4939 0.6708 -3.5437
H 2.5751 -0.8374 -3.3966
C 1.6751 2.4938 -2.8080
H 1.8414 2.6017 -1.7260
H 0.8525 3.1578 -3.1068
H 2.5860 2.8245 -3.3296
H -0.1956 -5.3597 -1.1160
H -0.1968 -5.4551 -0.3736
O -0.2661 -1.0474 1.9671
C -0.0052 -0.8198 3.2167
C 0.9362 0.2777 3.6019
C 0.3540 1.2630 4.6029
C 0.3310 0.7194 6.0220
C -0.6378 -0.4442 6.2524
C -0.2772 -1.7056 5.5042
N -0.6251 -1.6153 4.0855
H 1.8331 -0.2208 4.0078
H 1.2767 0.7859 2.6911
H 0.9513 2.1798 4.5856
H -0.6488 1.5690 4.2983
H 1.3449 0.4175 6.3109
H 0.0498 1.5320 6.7086
H -0.6638 -0.6740 7.3276
H -1.6569 -0.1309 5.9951
H 0.7874 -1.9156 5.6179
H -0.8082 -2.5682 5.9119
H -1.1102 -2.3848 3.6472

24
Properties=species:S:1:pos:R:3 method="wB97M-V/def2-TZVPD" gap_ev=6.94 e_above_lowest_kcal_mol=97.9 total_charge=0 lumo_energy_ha=-0.03374
C -0.2681 -1.1413 -0.0017
C 0.6485 -0.7225 1.0902
C 0.1199 1.0949 -0.9048
C 0.3175 -1.9350 -1.0938
C -1.7280 -1.0854 0.1739
C -0.9001 2.0591 -0.3266
C 1.3974 0.3705 0.2748
O -0.0498 -0.2592 2.2216
O 1.5618 1.4854 1.1655
O 2.3920 0.0015 -0.4056
H 0.4016 0.5533 2.4933
H 2.3988 1.8772 0.8849
H 1.3666 -1.5119 1.3539
H -0.3050 0.4669 -1.6907
H 0.9385 1.6281 -1.3888
H -0.3634 -2.0704 -1.9328
H 0.5789 -2.9171 -0.6766
H 1.2745 -1.4870 -1.3972
H -2.0145 -2.0728 0.5684
H -2.0279 -0.3513 0.9146
H -2.2495 -0.9518 -0.7741
H -1.2299 2.7713 -1.0910
H -0.4629 2.6307 0.4918
H -1.7971 1.5666 0.0505

42
Properties=species:S:1:pos:R:3 method="wB97M-V/def2-TZVPD" gap_ev="3.09 / 3.11" spin_multiplicity=8 e_above_lowest_kcal_mol=0.0 total_charge=-2 lumo_energy_ha="0.17786 / 0.17811" s_squared=15.828
Gd 0.1053 0.3730 -0.0360
C -0.6691 1.0677 2.4225
C -1.8709 1.1415 1.6608
C -2.2141 -0.1762 1.2482
H -2.4503 2.0465 1.4437
C -1.2095 -1.0684 1.7374
C -0.2630 -0.2965 2.4701
H 0.6162 -0.6816 2.9980
H -0.1591 1.9083 2.9114
H -3.1276 -0.4673 0.7203
H -1.2144 -2.1571 1.6173
C 2.6055 -0.0701 -0.8472
C 2.5517 -0.5176 0.5120
C 1.7334 -1.6771 0.5547
H 3.0831 -0.0678 1.3603
C 1.2705 -1.9519 -0.7638
C 1.8037 -0.9458 -1.6299
H 1.6337 -0.8883 -2.7084
H 3.1775 0.7886 -1.2233
H 1.5211 -2.2935 1.4305
H 0.6990 -2.8326 -1.0733
O -1.1832 0.5459 -1.6029
C -2.3925 -2.2407 -2.7311
C -3.0207 -0.8647 -2.8653
C -2.4050 -2.8104 -1.3473
C -1.1189 -2.3763 -3.5099
C -2.3795 0.4963 -2.3339
H -4.0373 -0.8566 -2.4444
H -3.1967 -0.6430 -3.9292
H -2.1840 1.1691 -3.1677
H -3.0773 1.0144 -1.6797
H -2.8822 -3.7915 -1.3192
H -2.9759 -2.2030 -0.6373
H -1.4261 -2.9812 -0.8685
H -1.2611 -2.9782 -4.4066
H -0.2649 -2.8434 -3.0092
H -0.7491 -1.4093 -3.8855
N 0.9903 2.4770 0.2948
C 1.8173 3.2380 0.6910
N 2.7431 4.0348 1.0423
C 2.8398 4.5737 2.2320
N 2.9779 5.0686 3.2894

12
Properties=species:S:1:pos:R:3 method="wB97M-V/def2-TZVPD" gap_ev=8.45 e_above_lowest_kcal_mol=59.5 total_charge=0 lumo_energy_ha=0.00346
C -0.2569 1.3346 -0.4778
C 1.7518 -0.7982 -2.0029
C -1.5669 -0.6886 0.2818
C -1.2481 0.6736 0.0150
N 0.7572 1.7181 -0.9950
N 1.4908 -1.5380 -1.2004
I -2.9984 1.8394 -0.4413
H 2.0834 -0.1491 -2.8255
H -2.3946 -0.7626 1.0754
H -1.8678 -1.2210 -0.6440
H -0.6647 -1.3145 0.5433
H 1.5560 2.1807 -0.6422

16
Properties=species:S:1:pos:R:3 method="wB97M-V/def2-TZVPD" smiles="CCC(C)=O.O" gap_ev=10.63 e_above_lowest_kcal_mol=23.3 total_charge=0 lumo_energy_ha=0.03275
C -1.1277 -1.2129 -0.7742
C -0.1060 0.2371 0.5295
C -0.7994 1.5249 0.1694
O -0.0319 -0.1673 1.6796
C 0.3030 -0.5866 -0.6299
O 2.4982 0.3869 0.7989
H -1.0628 -2.2411 -0.4250
H -1.8994 -0.7545 -0.1276
H -1.4936 -1.1164 -1.7896
H -1.0178 1.6104 -0.9009
H -1.7183 1.6239 0.7490
H -0.0995 2.3137 0.4503
H 1.7760 0.1177 1.3902
H 1.0580 -1.3412 -0.3899
H 0.6700 0.0038 -1.4831
H 3.0514 -0.3984 0.7533

Energy (computed, eV): -47717.61496 -63711.35500 -62985.25708 -71153.02932 -39446.18546 -13624.93563 -45303.50885 -15306.96372 -8404.53837